1.
{
  "formula": "C34H96N6O11",
  "method": "wB97M-V/def2-TZVPD",
  "elements": ["O", "O", "O", "O", "O", "O", "O", "O", "O", "O", "O", "N", "N", "N", "N", "N", "N", "C", "C", "C", "C", "C", "C", "C", "C", "C", "C", "C", "C", "C", "C", "C", "C", "C", "C", "C", "C", "C", "C", "C", "C", "C", "C", "C", "C", "C", "C", "C", "C", "C", "C", "H", "H", "H", "H", "H", "H", "H", "H", "H", "H", "H", "H", "H", "H", "H", "H", "H", "H", "H", "H", "H", "H", "H", "H", "H", "H", "H", "H", "H", "H", "H", "H", "H", "H", "H", "H", "H", "H", "H", "H", "H", "H", "H", "H", "H", "H", "H", "H", "H", "H", "H", "H", "H", "H", "H", "H", "H", "H", "H", "H", "H", "H", "H", "H", "H", "H", "H", "H", "H", "H", "H", "H", "H", "H", "H", "H", "H", "H", "H", "H", "H", "H", "H", "H", "H", "H", "H", "H", "H", "H", "H", "H", "H", "H", "H", "H"],
  "coordinates": [[16.87, 13.00, 16.72], [14.28, 15.81, 22.50], [14.66, 8.98, 14.06], [10.31, 10.95, 20.68], [8.26, 13.71, 15.25], [16.81, 11.83, 19.46], [10.34, 7.91, 17.58], [16.45, 18.90, 15.70], [11.20, 13.61, 12.70], [9.86, 15.94, 16.10], [11.18, 13.05, 17.13], [17.20, 16.07, 16.09], [11.75, 6.79, 14.19], [13.69, 12.34, 19.70], [17.24, 13.77, 21.62], [13.07, 13.12, 10.57], [13.09, 8.33, 18.30], [12.34, 12.51, 17.76], [8.59, 12.68, 20.48], [16.45, 16.88, 17.08], [13.10, 10.71, 11.23], [16.55, 14.69, 22.63], [7.66, 11.83, 16.58], [16.10, 8.86, 14.20], [16.95, 18.36, 16.91], [12.56, 8.03, 13.94], [16.88, 20.22, 15.53], [12.29, 7.27, 18.76], [15.18, 14.86, 21.96], [16.20, 11.87, 16.10], [9.10, 8.58, 17.51], [11.92, 12.39, 12.55], [17.19, 16.08, 22.93], [9.94, 13.72, 12.15], [12.67, 14.61, 19.11], [10.70, 16.56, 15.24], [12.73, 6.61, 20.08], [11.65, 9.24, 14.36], [7.36, 13.32, 16.24], [16.83, 10.40, 19.15], [12.30, 11.98, 11.14], [13.83, 15.41, 23.79], [9.18, 11.46, 21.28], [16.43, 16.33, 18.53], [11.93, 17.24, 15.80], [15.25, 12.32, 15.00], [12.51, 13.08, 19.13], [17.64, 9.57, 20.19], [13.94, 7.93, 14.58], [10.81, 7.67, 18.89], [10.96, 12.37, 15.84], [10.53, 11.34, 19.82], [18.19, 13.65, 21.97], [14.40, 12.57, 19.01], [13.17, 12.74, 17.07], [16.51, 8.02, 13.70], [6.76, 11.49, 17.11], [13.99, 12.75, 20.63], [17.38, 16.43, 19.16], [14.66, 13.90, 21.83], [8.50, 11.77, 17.18], [16.52, 14.12, 23.58], [16.20, 15.28, 18.52], [12.59, 17.48, 14.98], [12.51, 9.83, 11.66], [14.79, 11.37, 14.64], [14.03, 10.90, 11.73], [11.40, 11.78, 10.54], [16.52, 16.60, 23.63], [18.60, 10.03, 20.31], [17.20, 9.59, 21.20], [8.32, 8.06, 18.09], [9.99, 13.42, 11.05], [13.20, 14.93, 20.05], [9.21, 13.16, 12.71], [12.23, 11.39, 17.84], [11.00, 15.72, 14.57], [15.76, 10.08, 19.11], [18.18, 16.07, 23.34], [13.93, 7.93, 15.67], [12.58, 16.64, 16.42], [12.10, 5.73, 20.21], [10.71, 8.55, 19.50], [16.28, 8.68, 15.28], [16.81, 12.72, 17.65], [11.28, 8.94, 15.37], [16.26, 20.86, 16.17], [10.74, 11.33, 16.02], [13.16, 16.20, 24.12], [15.64, 11.26, 16.87], [11.74, 15.16, 19.12], [16.59, 18.99, 17.77], [12.78, 8.18, 12.89], [7.47, 13.95, 17.16], [12.27, 10.13, 14.49], [8.63, 14.59, 15.34], [15.81, 12.79, 14.24], [7.73, 11.21, 15.68], [17.20, 16.61, 15.18], [16.54, 9.79, 13.90], [11.61, 12.96, 19.73], [18.02, 18.43, 16.82], [11.92, 12.44, 15.33], [12.23, 6.50, 17.99], [15.43, 15.22, 20.89], [15.70, 17.02, 19.01], [16.98, 11.24, 15.77], [12.65, 8.70, 17.45], [17.27, 10.34, 18.17], [14.66, 15.37, 24.49], [13.29, 9.10, 18.94], [16.87, 11.91, 20.44], [16.79, 15.20, 15.95], [10.08, 6.92, 19.22], [17.39, 14.25, 20.70], [6.35, 13.47, 15.88], [8.82, 8.53, 16.46], [10.19, 12.86, 15.27], [12.61, 13.98, 10.95], [15.37, 16.78, 16.81], [9.71, 14.81, 12.13], [8.42, 10.66, 21.47], [13.73, 6.26, 19.92], [10.38, 15.50, 16.81], [9.24, 9.62, 17.82], [14.47, 13.01, 15.43], [17.17, 16.58, 21.95], [13.24, 14.94, 18.26], [8.41, 12.45, 19.45], [14.43, 6.96, 14.39], [17.69, 8.48, 19.95], [12.62, 7.32, 20.89], [9.29, 13.56, 20.50], [16.75, 20.46, 14.44], [17.97, 20.39, 15.82], [10.89, 9.45, 13.60], [10.18, 17.32, 14.62], [11.48, 11.53, 13.09], [13.02, 13.16, 9.60], [11.74, 6.68, 15.19], [11.58, 18.15, 16.35], [12.18, 6.01, 13.77], [13.33, 14.47, 23.74], [9.48, 11.74, 22.33], [7.64, 13.08, 20.92], [12.91, 12.64, 13.01], [13.50, 10.54, 10.17]],
  "homo_ev": -8.624,
  "spin_multiplicity": 1,
  "e_above_lowest_kcal_mol": 65.5,
  "smiles": "COC[C@H](C)N.COC[C@H](C)N.COC[C@H](C)N.COC[C@H](C)N.COC[C@H](C)N.COC[C@H](C)N.CCO.CCO.CCO.CCO.CCO",
  "e_tot_ha": -2508.93511,
  "gap_ev": 9.23
}

=====

2.
{
  "formula": "C20H36F4N5O2PtSSb",
  "method": "wB97M-V/def2-TZVPD",
  "elements": ["Pt", "Sb", "S", "F", "F", "F", "F", "O", "O", "N", "N", "N", "N", "N", "C", "C", "C", "C", "C", "C", "C", "C", "C", "C", "C", "C", "C", "C", "C", "C", "C", "C", "C", "C", "H", "H", "H", "H", "H", "H", "H", "H", "H", "H", "H", "H", "H", "H", "H", "H", "H", "H", "H", "H", "H", "H", "H", "H", "H", "H", "H", "H", "H", "H", "H", "H", "H", "H", "H", "H"],
  "coordinates": [[-0.80, 0.50, 0.04], [0.44, 2.49, -1.18], [1.10, -0.73, 1.00], [-0.34, 2.05, 5.20], [-0.34, 1.49, 2.62], [-3.32, -2.15, 3.50], [-3.27, -1.52, 6.05], [-2.62, 4.16, 0.46], [-3.06, 2.16, 1.22], [2.49, -2.32, -0.71], [-1.76, -0.67, 1.61], [-2.16, -0.68, -1.20], [3.70, -0.80, 0.53], [-3.13, 3.34, 1.14], [3.49, -2.45, -1.78], [-1.65, -1.00, -2.56], [-0.29, 3.22, -3.02], [-1.06, 0.71, 3.44], [2.28, 1.72, -1.86], [-2.55, -0.80, 5.22], [-1.80, -0.39, 2.91], [2.52, -1.32, 0.18], [-2.56, -1.12, 3.88], [-0.17, -1.32, -2.67], [-3.48, -0.01, -1.32], [-1.06, 1.01, 4.78], [-1.80, 0.27, 5.69], [3.84, 0.46, 1.25], [-2.26, -1.93, -0.42], [4.93, -1.61, 0.55], [-3.43, 1.39, -1.91], [1.04, 4.25, -0.18], [1.51, -3.40, -0.67], [-2.61, -1.72, 1.04], [4.19, -3.26, -1.59], [1.04, -3.50, -1.65], [4.68, -2.67, 0.44], [3.81, 0.29, 2.33], [-1.21, 3.78, -2.88], [0.45, -0.57, -2.18], [0.46, 3.88, -3.46], [-3.66, -1.42, 1.17], [-3.18, 1.40, -2.97], [0.09, -1.34, -3.73], [3.05, 1.15, 0.98], [0.22, 4.97, -0.18], [-1.88, -0.15, -3.20], [-4.12, -0.65, -1.94], [-2.50, -2.67, 1.56], [-3.02, -2.59, -0.86], [0.76, -3.20, 0.09], [4.80, 0.89, 0.98], [3.08, 2.44, -1.68], [5.63, -1.31, -0.22], [5.39, -1.47, 1.52], [1.89, 4.64, -0.73], [-2.24, -1.85, -2.92], [2.95, -2.67, -2.70], [-0.48, 2.38, -3.69], [-1.30, -2.43, -0.50], [1.33, 4.03, 0.84], [-3.92, 0.03, -0.33], [-2.71, 2.02, -1.39], [2.50, 0.79, -1.35], [-4.41, 1.85, -1.81], [4.02, -1.52, -1.90], [0.07, -2.29, -2.26], [2.02, -4.33, -0.44], [-1.79, 0.52, 6.74], [2.21, 1.54, -2.94]],
  "homo_ev": [-13.393, -14.498],
  "spin_multiplicity": 5,
  "s_squared": 6.058,
  "total_charge": 2,
  "e_tot_ha": -2364.39998,
  "gap_ev": [8.35, 6.61]
}

=====

3.
{
  "formula": "C3H3N2S",
  "method": "wB97M-V/def2-TZVPD",
  "elements": ["S", "N", "N", "C", "C", "C", "H", "H", "H"],
  "coordinates": [[3.62, 0.11, 0.31], [-0.63, 0.36, 0.55], [-1.51, -0.45, 0.32], [-2.46, -1.05, 0.04], [2.13, 0.01, 0.15], [0.75, 0.57, -0.06], [0.91, 1.68, 0.13], [0.43, 0.50, -1.13], [-3.24, -1.74, -0.31]],
  "homo_ev": -12.818,
  "spin_multiplicity": 1,
  "e_above_lowest_kcal_mol": 108.7,
  "total_charge": 1,
  "e_tot_ha": -623.32145,
  "gap_ev": 6.21
}